Density functional theory data (ωB97M-V with the def2-TZVPD basis set) for C34H45BF3N7O3PtS5 as an isolated structure at a distorted geometry.

Maximum force ... 0.0398 Eh/bohr
ΔE to the lowest compared entry with this formula, charge and spin ... 29.9 kcal per mole
LUMO level (alpha / beta) ... 0.29 / 0.29 eV
Calculated total energy ... -4366.45757 Ha
Kohn-Sham gap (alpha / beta) ... 7.18 / 7.18 eV

Structure (ORCA input):
```
! RIJCOSX wB97M-V def2-TZVPD def2/J DEFGRID3
* xyz 0 1
Pt 1.097 -0.422 1.682
C 4.516 -3.673 -1.564
C 4.713 -2.159 -1.625
C 5.500 -1.765 -2.875
C 5.491 -1.701 -0.399
N 3.349 -1.517 -1.748
C 2.544 -1.845 -2.827
C 1.408 -1.140 -2.714
N 1.516 -0.340 -1.585
B 0.463 0.650 -0.936
N 1.113 2.021 -0.606
C 1.489 2.879 -1.626
C 1.948 4.006 -1.073
N 1.866 3.851 0.309
C 1.373 2.608 0.581
S 1.159 1.932 2.153
C 2.433 4.936 1.190
C 1.752 6.249 0.795
C 2.200 4.716 2.681
C 3.938 4.999 0.930
N -0.729 0.916 -1.898
C -0.712 0.963 -3.292
C -1.929 1.318 -3.717
N -2.720 1.516 -2.587
C -1.959 1.320 -1.461
S -2.361 1.601 0.156
C -4.143 1.987 -2.636
C -4.618 1.988 -4.088
C -4.228 3.409 -2.092
C -5.027 1.026 -1.851
C 2.675 -0.645 -0.965
S 3.108 -0.016 0.614
H 5.488 -4.147 -1.407
H 4.093 -4.069 -2.491
H 3.869 -3.939 -0.729
H 6.482 -2.239 -2.837
H 5.640 -0.682 -2.915
H 5.010 -2.084 -3.797
H 6.478 -2.163 -0.475
H 5.027 -2.024 0.528
H 5.622 -0.617 -0.377
H 2.842 -2.557 -3.576
H 0.530 -1.181 -3.327
H 0.118 0.181 0.136
H 1.381 2.614 -2.664
H 2.325 4.900 -1.533
H 0.667 6.155 0.879
H 1.991 6.559 -0.223
H 2.084 7.039 1.470
H 1.141 4.605 2.922
H 2.579 5.605 3.189
H 2.730 3.845 3.061
H 4.163 5.275 -0.102
H 4.395 4.028 1.135
H 4.393 5.743 1.588
H 0.170 0.787 -3.881
H -2.290 1.440 -4.720
H -4.079 2.714 -4.700
H -5.671 2.271 -4.094
H -4.534 0.999 -4.544
H -3.625 4.084 -2.704
H -3.874 3.455 -1.064
H -5.268 3.745 -2.124
H -4.929 0.014 -2.251
H -6.068 1.345 -1.951
H -4.757 1.010 -0.795
F 0.131 -4.647 2.217
C 1.442 -4.722 2.518
F 1.925 -5.843 1.993
F 1.549 -4.792 3.844
S 2.322 -3.251 1.855
O 3.654 -3.725 1.575
O 1.512 -2.885 0.692
O 2.189 -2.266 2.940
N -0.517 -1.097 2.698
S -2.072 -0.850 2.446
C -2.629 -1.801 1.038
C -3.992 -1.999 0.853
C -4.428 -2.668 -0.277
C -3.508 -3.124 -1.218
C -2.150 -2.910 -1.024
C -1.697 -2.240 0.111
C -2.865 -1.767 3.732
C -2.807 -3.156 3.764
C -3.372 -3.825 4.836
C -3.992 -3.111 5.858
C -4.044 -1.726 5.816
C -3.472 -1.043 4.749
H -0.309 -2.052 2.986
H -4.707 -1.639 1.586
H -5.487 -2.836 -0.425
H -3.855 -3.654 -2.097
H -1.429 -3.270 -1.749
H -0.635 -2.092 0.282
H -2.328 -3.705 2.959
H -3.327 -4.907 4.877
H -4.434 -3.642 6.692
H -4.525 -1.175 6.614
H -3.491 0.040 4.707
*
```